Entry 1:
Computed, not measured: C52H43BaClN3O4PSi as an isolated structure, with the ωB97M-V functional and the def2-TZVPD basis.

Each line ends with the Löwdin charge.
CARTESIAN COORDINATES (ANGSTROEM)
Ba 0.40480 0.05236 -0.14911  1.905
O -1.63751 -1.57794 -0.96521  -0.325
C -1.75791 -2.89604 -0.88099  -0.379
C -2.91108 -3.55210 -1.33746  -0.010
C -3.04029 -4.92795 -1.24779  -0.083
C -2.03084 -5.69682 -0.68898  -0.092
C -0.87722 -5.07175 -0.24005  -0.034
C -0.72403 -3.69498 -0.34489  -0.151
C 0.54735 -3.07189 0.11603  -0.166
N 1.47383 -2.57885 -0.59904  -0.028
C 1.44146 -2.66229 -2.05868  -0.204
C 2.25201 -1.52392 -2.68680  -0.224
N 1.56632 -0.24234 -2.57093  -0.095
C 1.67591 0.55235 -3.56619  -0.122
C 1.18921 1.91572 -3.68854  -0.162
C 1.48134 2.56298 -4.90139  -0.068
C 1.15689 3.87910 -5.13383  -0.116
C 0.52981 4.59641 -4.10617  -0.102
C 0.22176 3.99861 -2.90926  -0.041
C 0.51628 2.62973 -2.64682  -0.426
O 0.17435 2.09863 -1.53047  -0.354
H -3.69564 -2.96103 -1.78924  0.097
H -3.94089 -5.40343 -1.61728  0.102
H -2.13474 -6.77070 -0.61026  0.099
H -0.07547 -5.66001 0.19143  0.117
H 0.69845 -3.01143 1.19938  0.135
H 0.42476 -2.67838 -2.46462  0.117
H 1.93241 -3.59915 -2.33710  0.129
H 2.44978 -1.78824 -3.73334  0.113
H 3.20979 -1.45713 -2.16008  0.116
H 2.23879 0.20428 -4.44383  0.121
H 1.99482 1.99274 -5.66939  0.105
H 1.39944 4.35378 -6.07452  0.090
H 0.28702 5.64276 -4.25597  0.099
H -0.26122 4.55088 -2.11199  0.110
Cl -1.69387 2.20882 1.69577  0.775
C -3.29414 1.88277 2.27974  -0.621
C -3.70741 2.55303 3.41699  -0.085
C -4.99651 2.36386 3.89207  -0.054
C -5.87085 1.51924 3.22841  -0.061
C -5.44926 0.84663 2.09272  -0.059
C -4.15403 1.00911 1.60380  -0.317
P -3.58827 0.05945 0.17517  1.131
C -3.23713 1.18253 -1.16991  -0.328
C -2.65926 0.73971 -2.36337  -0.081
C -2.49404 1.62625 -3.41347  -0.049
C -2.89694 2.94617 -3.28585  -0.054
C -3.47558 3.38808 -2.10352  -0.053
C -3.64725 2.51308 -1.04663  -0.082
C -4.87610 -1.09227 -0.27267  -0.315
C -5.45740 -0.98374 -1.53721  -0.068
C -6.41413 -1.90223 -1.93839  -0.063
C -6.78782 -2.93156 -1.08575  -0.062
C -6.21930 -3.03469 0.17593  -0.059
C -5.26900 -2.11715 0.59189  -0.083
H -3.01803 3.21703 3.91887  0.113
H -5.31542 2.88739 4.78339  0.114
H -6.87951 1.38020 3.59196  0.111
H -6.13371 0.18660 1.57815  0.105
H -2.33178 -0.28677 -2.44781  0.098
H -2.01928 1.28939 -4.32530  0.121
H -2.74017 3.63721 -4.10316  0.115
H -3.78552 4.41912 -1.99897  0.112
H -4.10246 2.87018 -0.13163  0.103
H -5.15715 -0.19280 -2.21058  0.107
H -6.86186 -1.81538 -2.91914  0.111
H -7.52889 -3.65334 -1.40347  0.110
H -6.51050 -3.83666 0.84076  0.113
H -4.82749 -2.20896 1.57270  0.109
O -2.49329 -1.75217 1.63115  -0.034
N -2.13053 -0.82227 0.97579  -0.234
O 1.62469 0.31166 1.97546  -0.638
Si 3.20935 0.32140 2.15033  0.383
C 4.01318 0.75923 0.48357  -0.219
C 3.42681 1.78117 -0.27502  -0.125
C 3.94773 2.17822 -1.49852  -0.086
C 5.07728 1.54697 -2.00202  -0.091
C 5.67847 0.53004 -1.27188  -0.094
C 5.15237 0.14650 -0.04386  -0.097
C 3.77407 1.61905 3.39467  -0.228
C 5.12178 1.92388 3.59981  -0.099
C 5.51174 2.89234 4.51304  -0.096
C 4.55125 3.58203 5.24302  -0.105
C 3.20696 3.29802 5.05209  -0.098
C 2.82635 2.32555 4.13473  -0.091
C 3.93921 -1.33102 2.70606  -0.211
C 3.92493 -2.43528 1.84719  -0.112
C 4.39992 -3.67503 2.25157  -0.095
C 4.90403 -3.84060 3.53530  -0.104
C 4.92434 -2.76160 4.40651  -0.095
C 4.44596 -1.52395 3.99288  -0.088
H 2.53409 2.28176 0.09598  0.090
H 3.46449 2.96665 -2.06295  0.105
H 5.48909 1.84785 -2.95777  0.099
H 6.56260 0.03727 -1.65891  0.098
H 5.63616 -0.64924 0.51232  0.097
H 5.88287 1.39688 3.03199  0.105
H 6.56254 3.11360 4.65531  0.097
H 4.85217 4.34000 5.95579  0.095
H 2.45581 3.83625 5.61796  0.094
H 1.77635 2.10220 3.97960  0.091
H 3.52299 -2.32849 0.84508  0.077
H 4.37970 -4.51309 1.56446  0.096
H 5.27919 -4.80545 3.85400  0.095
H 5.31403 -2.88311 5.40996  0.097
H 4.47172 -0.69151 4.68717  0.096

Properties
Relative energy (zero: lowest compared OMol25 entry of this formula, charge and spin) (kcal per mole): 13.71
HOMO energy (eV): -7.134
Net charge: 0
Gap between HOMO and LUMO (Ha): 0.232
M (g mol⁻¹): 1005.8
LUMO level (eV): -0.8169
Multiplicity: 1

***

Entry 2:
Computed, not measured: C52H43CaN4O5P2S7 as an isolated structure in a non-equilibrium geometry, with the ωB97M-V functional and the def2-TZVPD basis.

Each line ends with the Löwdin charge.
CARTESIAN COORDINATES (ANGSTROEM)
Ca -0.77002 -0.31387 0.76538  1.280
O 0.16247 0.78839 2.41237  -0.300
N -0.50002 1.68531 3.08711  -0.207
C -0.46484 1.63195 4.43635  -0.044
C -1.15326 2.51474 5.23093  -0.084
C -1.91194 3.50952 4.61422  -0.096
C -1.94182 3.57106 3.24163  -0.109
C -1.23582 2.65576 2.43527  -0.677
S -1.27536 2.69291 0.74358  0.684
H 0.14866 0.83213 4.82585  0.117
H -1.09008 2.43517 6.30694  0.095
H -2.47332 4.21852 5.21000  0.098
H -2.52040 4.32529 2.72973  0.096
O -1.45909 -0.00840 -1.24507  -0.461
P -0.76109 0.03305 -2.55077  0.776
C 0.29532 1.52847 -2.66442  -0.253
P 1.51198 1.62075 -1.27683  0.740
O 1.13367 0.83152 -0.08500  -0.419
C 3.13658 1.16430 -1.94538  -0.302
C 3.62545 1.63166 -3.16019  -0.083
C 4.91578 1.31041 -3.55059  -0.087
C 5.72197 0.53931 -2.72332  -0.078
C 5.24234 0.08713 -1.50150  -0.056
C 3.95044 0.40291 -1.11074  -0.089
C 1.74591 3.40613 -0.97170  -0.263
C 2.97108 3.78810 -0.42577  -0.064
C 3.23377 5.12076 -0.15276  -0.078
C 2.26753 6.08269 -0.40887  -0.089
C 1.03644 5.70611 -0.92402  -0.082
C 0.77622 4.37466 -1.20864  -0.128
C -1.99104 0.21394 -3.87627  -0.273
C -3.32201 0.05857 -3.49980  -0.058
C -4.33197 0.19175 -4.44111  -0.073
C -4.01578 0.48935 -5.75862  -0.087
C -2.68832 0.64655 -6.13695  -0.085
C -1.67704 0.50660 -5.20027  -0.093
C 0.30331 -1.33979 -3.07148  -0.242
C 1.49782 -1.56344 -2.39054  -0.086
C 2.41106 -2.48913 -2.86554  -0.052
C 2.11732 -3.22015 -4.00617  -0.072
C 0.90024 -3.05272 -4.64914  -0.078
C -0.00488 -2.10770 -4.19234  -0.074
H -0.40683 2.35437 -2.53550  0.057
H 0.78946 1.61283 -3.63171  0.066
H 3.00560 2.25232 -3.79886  0.103
H 5.29887 1.66785 -4.49852  0.098
H 6.73141 0.29272 -3.02870  0.102
H 5.86668 -0.51540 -0.85404  0.087
H 3.55956 0.04172 -0.16401  0.064
H 3.71690 3.03413 -0.20710  0.110
H 4.19289 5.41021 0.25752  0.102
H 2.46930 7.12568 -0.19862  0.099
H 0.26797 6.44965 -1.09341  0.103
H -0.19790 4.09840 -1.58505  0.068
H -3.54999 -0.15776 -2.46256  0.106
H -5.36674 0.06801 -4.14799  0.104
H -4.80248 0.60300 -6.49376  0.100
H -2.44545 0.87915 -7.16619  0.102
H -0.64156 0.61753 -5.50256  0.110
H 1.66895 -1.07961 -1.44451  0.077
H 3.33635 -2.64854 -2.32624  0.115
H 2.82776 -3.94880 -4.37702  0.104
H 0.65755 -3.65908 -5.51294  0.100
H -0.94915 -1.96531 -4.70325  0.099
N -3.80261 -0.11384 4.36592  0.181
C -4.56332 0.86448 3.76882  -0.192
C -5.64777 1.61244 4.20713  -0.035
C -6.17003 2.53433 3.31826  -0.109
C -5.63134 2.69490 2.03467  -0.097
C -4.55757 1.94400 1.59668  -0.029
C -4.01357 1.01478 2.48036  -0.216
N -2.93887 0.16249 2.33151  0.157
C -2.84559 -0.49064 3.45801  -0.259
C -1.80975 -1.46806 3.73010  -0.313
C -1.63280 -2.23198 4.84845  -0.352
S -0.18533 -3.13709 4.71409  1.028
C 0.08074 -2.45008 3.14611  -0.412
N -0.83460 -1.62048 2.78336  -0.046
H -3.87628 -0.42073 5.31785  0.153
H -6.06639 1.48809 5.19859  0.101
H -7.02040 3.13361 3.61883  0.093
H -6.06303 3.44136 1.37915  0.096
H -4.11997 2.08228 0.61914  0.083
H -2.25658 -2.30712 5.72498  0.064
H 0.96861 -2.67066 2.56275  0.021
C -3.94729 -3.08284 -1.02907  -0.020
C -2.59661 -2.76756 -0.39430  -0.386
O -2.55950 -1.85842 0.42926  -0.056
C -1.45435 -3.58158 -0.75995  -0.096
C -1.61974 -4.76896 -1.50158  -0.065
C -0.57545 -5.61295 -1.77140  -0.121
C 0.69626 -5.30403 -1.25383  -0.093
C 0.90548 -4.15397 -0.54763  -0.030
C -0.13482 -3.19428 -0.32803  -0.355
O 0.12872 -2.05878 0.18786  -0.270
H -4.65642 -2.31386 -0.72897  0.078
H -4.31032 -4.05258 -0.68414  0.081
H -3.87447 -3.11172 -2.11733  0.076
H -2.60950 -5.03913 -1.84962  0.095
H -0.72822 -6.51156 -2.35598  0.085
H 1.52108 -5.98802 -1.42225  0.101
H 1.88047 -3.91723 -0.13745  0.050
C 3.01615 0.07000 4.19447  -0.384
S 3.56015 -1.56251 4.79081  0.758
C 4.88093 -1.89092 3.69250  -1.044
C 4.72883 -2.18231 2.37005  -1.182
S 3.31819 -2.24585 1.45741  0.567
S 6.30180 -2.47412 1.56233  0.850
C 7.35577 -2.28564 2.92286  -1.550
S 8.99181 -2.48180 2.84423  0.436
S 6.50568 -1.86980 4.36148  0.861
H 2.31392 0.45002 4.93631  0.010
H 2.52439 -0.03671 3.22818  0.001
H 3.87708 0.73166 4.12851  0.041

Properties
Relative energy (zero: lowest compared OMol25 entry of this formula, charge and spin) (kcal per mole): 0.00
HOMO energy (eV): -4.000
Net charge: -1
Gap between HOMO and LUMO (Ha): 0.220
M (g mol⁻¹): 1130.4
LUMO level (eV): 1.9991
Multiplicity: 1